1.
DFT (ωB97M-V with the def2-TZVPD basis set) results for a cluster of 6 separate species, C36H90N6 in total at a distorted geometry.

CARTESIAN COORDINATES (ANGSTROEM)
C 2.132 -5.569 -5.238
C 1.711 -4.355 -4.444
N 2.029 -4.497 -3.032
C 1.254 -3.530 -2.226
C 1.264 -3.828 -0.741
C 3.444 -4.407 -2.741
C 4.248 -3.222 -3.315
H 1.745 -6.526 -4.893
H 3.222 -5.648 -5.297
H 1.837 -5.454 -6.287
H 2.142 -3.469 -4.936
H 0.629 -4.228 -4.527
H 1.637 -2.531 -2.485
H 0.218 -3.518 -2.569
H 0.554 -3.229 -0.179
H 1.048 -4.886 -0.589
H 2.260 -3.631 -0.341
H 3.944 -5.343 -3.022
H 3.686 -4.460 -1.676
H 5.257 -3.144 -2.920
H 3.667 -2.327 -3.072
H 4.319 -3.225 -4.405
C 1.286 0.744 -6.057
C 0.650 1.192 -4.738
N -0.811 1.115 -4.781
C -1.317 -0.225 -5.039
C -0.876 -1.255 -3.983
C -1.357 1.781 -3.595
C -1.625 3.259 -3.900
H 2.370 0.868 -6.124
H 0.917 1.287 -6.929
H 1.089 -0.318 -6.218
H 1.061 0.653 -3.876
H 0.890 2.250 -4.613
H -2.402 -0.196 -4.912
H -1.048 -0.555 -6.039
H -0.962 -0.876 -2.961
H -1.607 -2.071 -4.002
H 0.122 -1.672 -4.107
H -0.704 1.719 -2.713
H -2.242 1.246 -3.234
H -0.810 3.662 -4.501
H -1.636 3.828 -2.966
H -2.549 3.435 -4.448
C -3.281 -3.056 1.652
C -3.028 -4.529 1.962
N -2.056 -4.717 3.018
C -2.679 -4.468 4.347
C -3.788 -5.419 4.750
C -1.405 -6.061 3.043
C -0.356 -6.136 1.955
H -3.968 -2.922 0.814
H -2.340 -2.570 1.394
H -3.699 -2.481 2.481
H -3.949 -5.119 2.057
H -2.642 -4.934 1.019
H -1.954 -4.226 5.127
H -3.068 -3.442 4.248
H -4.282 -5.192 5.694
H -4.540 -5.590 3.986
H -3.282 -6.375 4.936
H -2.169 -6.834 2.903
H -0.963 -6.144 4.033
H 0.442 -5.423 2.165
H -0.710 -5.981 0.938
H 0.089 -7.136 2.007
C -4.126 0.757 -0.257
C -3.504 1.589 0.869
N -3.957 2.968 0.774
C -3.480 3.724 -0.388
C -4.390 3.694 -1.614
C -3.947 3.703 2.036
C -2.579 3.749 2.711
H -3.973 -0.313 -0.079
H -3.577 0.887 -1.195
H -5.182 0.965 -0.398
H -3.883 1.175 1.807
H -2.424 1.418 0.903
H -2.503 3.346 -0.719
H -3.407 4.767 -0.084
H -4.659 2.729 -2.038
H -3.855 4.235 -2.400
H -5.332 4.202 -1.393
H -4.211 4.722 1.754
H -4.722 3.317 2.700
H -2.559 4.117 3.744
H -2.004 2.824 2.801
H -1.969 4.485 2.176
C 3.907 3.189 2.802
C 4.058 4.394 3.729
N 2.983 4.559 4.679
C 1.938 5.480 4.278
C 1.376 5.177 2.886
C 3.426 4.826 6.044
C 4.247 3.679 6.660
H 4.716 3.122 2.064
H 2.998 3.181 2.202
H 4.024 2.271 3.381
H 5.004 4.196 4.239
H 4.324 5.298 3.159
H 1.160 5.556 5.041
H 2.325 6.517 4.317
H 0.453 5.740 2.753
H 2.060 5.287 2.050
H 1.077 4.125 2.929
H 2.507 4.885 6.636
H 3.878 5.824 6.145
H 3.535 2.847 6.697
H 4.501 3.864 7.700
H 5.043 3.342 6.004
C 2.944 -0.058 -1.322
C 2.220 0.921 -0.395
N 0.780 0.988 -0.618
C 0.091 -0.287 -0.431
C 0.211 -0.828 1.011
C 0.126 2.080 0.121
C 0.690 3.436 -0.228
H 2.613 -1.078 -1.126
H 4.006 0.035 -1.083
H 2.844 0.259 -2.359
H 2.487 0.727 0.651
H 2.675 1.874 -0.674
H -0.985 -0.195 -0.593
H 0.522 -0.999 -1.137
H -0.445 -0.182 1.605
H -0.132 -1.843 1.196
H 1.204 -0.706 1.446
H 0.143 1.879 1.198
H -0.886 2.054 -0.290
H -0.001 4.209 0.115
H 0.875 3.600 -1.291
H 1.666 3.604 0.234

## Properties
E_LUMO = 0.028 Eh
Kohn-Sham gap = 8.75 eV
largest force on an atom = 2.73 eV/A
SMILES = CCN(CC)CC.CCN(CC)CC.CCN(CC)CC.CCN(CC)CC.CCN(CC)CC.CCN(CC)CC
HOMO level = -0.2932 hartree
energy above the lowest of the compared OMol25 structures with the same formula, charge and spin = 18.52 kcal per mole

***

2.
DFT (ωB97M-V with the def2-TZVPD basis set) results for a cluster of 6 separate species, C36H90N6 in total at a distorted geometry.

CARTESIAN COORDINATES (ANGSTROEM)
C 2.224 1.339 -4.329
C 2.753 0.120 -5.025
N 2.281 0.102 -6.399
C 2.831 1.217 -7.237
C 2.887 0.857 -8.736
C 0.932 -0.300 -6.695
C 0.763 -1.846 -6.421
H 2.576 2.285 -4.740
H 2.544 1.292 -3.288
H 1.163 1.318 -4.079
H 3.833 0.104 -5.175
H 2.674 -0.882 -4.603
H 2.162 2.066 -7.100
H 3.794 1.656 -6.977
H 3.556 0.048 -9.032
H 1.890 0.600 -9.094
H 3.278 1.763 -9.199
H 0.708 -0.188 -7.756
H 0.172 0.333 -6.236
H 1.348 -2.098 -5.536
H 1.191 -2.422 -7.242
H -0.318 -1.961 -6.343
C 6.560 -0.962 3.878
C 6.056 0.397 4.479
N 5.564 0.401 5.888
C 4.705 1.542 6.287
C 3.303 1.475 5.545
C 6.510 0.110 6.914
C 7.830 0.932 6.895
H 7.413 -1.401 4.396
H 6.881 -0.726 2.864
H 5.784 -1.727 3.863
H 6.784 1.161 4.210
H 5.205 0.655 3.848
H 4.431 1.408 7.334
H 5.164 2.527 6.199
H 3.345 1.169 4.500
H 2.634 0.846 6.131
H 2.778 2.425 5.443
H 6.610 -0.969 6.800
H 5.915 0.105 7.827
H 7.767 1.889 7.413
H 8.164 0.929 5.858
H 8.473 0.295 7.503
C -2.417 -4.439 -0.427
C -3.740 -4.091 0.196
N -4.431 -2.987 -0.454
C -3.524 -1.814 -0.484
C -4.252 -0.497 -0.738
C -4.994 -3.263 -1.779
C -6.134 -4.325 -1.830
H -2.597 -4.436 -1.502
H -2.159 -5.457 -0.134
H -1.634 -3.732 -0.153
H -4.271 -5.043 0.212
H -3.640 -3.773 1.234
H -3.024 -1.635 0.467
H -2.733 -1.958 -1.221
H -3.597 0.193 -1.270
H -5.148 -0.560 -1.355
H -4.574 -0.031 0.194
H -4.189 -3.569 -2.447
H -5.329 -2.303 -2.173
H -5.942 -5.394 -1.735
H -6.510 -4.300 -2.853
H -6.963 -4.072 -1.169
C -0.316 3.090 -4.575
C -1.113 4.366 -5.047
N -2.567 4.108 -4.946
C -3.377 4.911 -5.854
C -3.075 6.399 -5.810
C -3.188 4.225 -3.631
C -4.468 3.385 -3.406
H -0.475 2.754 -3.550
H 0.693 3.500 -4.548
H -0.600 2.294 -5.263
H -0.790 5.221 -4.452
H -0.765 4.504 -6.070
H -4.412 4.781 -5.540
H -3.293 4.564 -6.884
H -3.084 6.853 -4.820
H -3.797 7.045 -6.310
H -2.162 6.509 -6.395
H -2.356 3.850 -3.035
H -3.385 5.266 -3.376
H -5.340 3.733 -3.960
H -4.236 2.331 -3.564
H -4.818 3.482 -2.378
C 4.030 -1.440 1.302
C 3.256 -1.033 0.030
N 1.846 -0.892 0.235
C 1.246 -2.184 0.565
C 0.411 -2.164 1.878
C 1.291 -0.262 -0.931
C -0.181 0.255 -0.608
H 4.819 -0.701 1.440
H 4.660 -2.329 1.326
H 3.389 -1.455 2.183
H 3.617 -0.092 -0.386
H 3.487 -1.754 -0.754
H 0.716 -2.680 -0.248
H 1.998 -2.896 0.903
H 0.013 -3.111 2.243
H 1.054 -1.753 2.657
H -0.443 -1.532 1.636
H 1.389 -0.883 -1.822
H 1.767 0.682 -1.196
H -0.479 0.982 -1.363
H -0.262 0.588 0.427
H -0.870 -0.589 -0.636
C -2.345 0.250 7.910
C -3.188 -0.050 6.634
N -2.916 -1.406 6.158
C -1.447 -1.816 5.947
C -0.679 -0.813 4.956
C -3.713 -1.811 5.030
C -5.238 -1.964 5.342
H -2.738 1.065 8.517
H -1.320 0.363 7.558
H -2.448 -0.618 8.561
H -4.221 0.057 6.967
H -3.168 0.816 5.972
H -1.007 -1.857 6.944
H -1.475 -2.849 5.601
H -0.501 0.192 5.340
H 0.326 -1.117 4.663
H -1.217 -0.754 4.010
H -3.434 -2.827 4.748
H -3.459 -1.162 4.192
H -5.453 -3.027 5.232
H -5.962 -1.593 4.617
H -5.547 -1.403 6.223

## Properties
E_LUMO = 0.025 Eh
Kohn-Sham gap = 8.52 eV
largest force on an atom = 2.89 eV/A
SMILES = CCN(CC)CC.CCN(CC)CC.CCN(CC)CC.CCN(CC)CC.CCN(CC)CC.CCN(CC)CC
HOMO level = -0.2881 hartree
energy above the lowest of the compared OMol25 structures with the same formula, charge and spin = 99.29 kcal per mole

***

3.
DFT (ωB97M-V with the def2-TZVPD basis set) results for a cluster of 7 separate species, C36H91N5O12 in total at a distorted geometry.

CARTESIAN COORDINATES (ANGSTROEM)
C -0.316 -21.806 -15.520
O 0.948 -22.074 -14.964
C 1.551 -20.904 -14.413
C 2.914 -21.259 -13.887
N 2.929 -21.557 -12.448
C 4.144 -22.258 -12.017
C 4.193 -22.340 -10.495
O 5.510 -22.546 -10.003
C 6.226 -21.336 -9.931
H -0.491 -22.429 -16.395
H -0.385 -20.768 -15.864
H -1.114 -21.976 -14.793
H 0.899 -20.621 -13.579
H 1.608 -20.114 -15.166
H 3.622 -20.427 -14.020
H 3.303 -22.120 -14.437
H 2.957 -20.653 -11.985
H 4.979 -21.652 -12.409
H 4.164 -23.259 -12.446
H 3.626 -23.211 -10.172
H 3.794 -21.402 -10.092
H 7.235 -21.539 -9.573
H 5.813 -20.669 -9.161
H 6.239 -20.772 -10.866
C 11.549 -15.902 -11.325
O 10.478 -14.986 -11.190
C 10.705 -14.108 -10.093
C 9.781 -12.899 -10.194
N 9.373 -12.397 -8.877
C 8.613 -11.149 -9.017
C 8.119 -10.733 -7.643
O 7.182 -9.679 -7.803
C 6.825 -9.076 -6.578
H 12.456 -15.382 -11.657
H 11.282 -16.566 -12.148
H 11.740 -16.455 -10.403
H 11.742 -13.766 -10.188
H 10.554 -14.611 -9.132
H 8.917 -13.111 -10.830
H 10.306 -12.101 -10.743
H 10.256 -12.260 -8.394
H 7.773 -11.351 -9.683
H 9.233 -10.367 -9.467
H 8.984 -10.361 -7.080
H 7.629 -11.577 -7.149
H 7.666 -8.620 -6.047
H 6.342 -9.776 -5.885
H 6.081 -8.333 -6.871
C 4.483 -18.124 -5.454
O 5.329 -17.388 -6.306
C 4.969 -16.018 -6.334
C 5.977 -15.248 -7.152
N 5.779 -15.468 -8.581
C 6.938 -14.991 -9.329
C 7.062 -15.646 -10.681
O 7.151 -17.043 -10.461
C 7.450 -17.770 -11.613
H 4.786 -19.167 -5.478
H 3.446 -18.084 -5.814
H 4.473 -17.690 -4.449
H 4.917 -15.646 -5.302
H 3.962 -15.901 -6.754
H 6.976 -15.508 -6.778
H 5.834 -14.182 -6.960
H 5.719 -16.465 -8.769
H 7.863 -15.165 -8.756
H 6.962 -13.900 -9.424
H 8.014 -15.344 -11.137
H 6.251 -15.405 -11.377
H 8.485 -17.546 -11.915
H 6.820 -17.515 -12.478
H 7.348 -18.849 -11.510
C 10.736 -23.315 -8.819
O 11.089 -22.590 -7.670
C 12.276 -23.091 -7.067
C 12.487 -22.402 -5.737
N 12.745 -20.960 -5.948
C 12.567 -20.210 -4.712
C 13.598 -20.588 -3.642
O 13.098 -20.103 -2.407
C 14.046 -20.262 -1.368
H 10.535 -24.364 -8.578
H 11.493 -23.295 -9.610
H 9.833 -22.867 -9.229
H 13.163 -22.980 -7.695
H 12.099 -24.157 -6.874
H 13.406 -22.858 -5.354
H 11.687 -22.645 -5.029
H 12.007 -20.722 -6.608
H 11.570 -20.294 -4.268
H 12.732 -19.170 -5.000
H 14.568 -20.157 -3.911
H 13.729 -21.669 -3.536
H 14.836 -19.515 -1.514
H 14.483 -21.264 -1.342
H 13.554 -20.041 -0.422
C 9.924 -16.895 2.238
O 9.863 -17.231 0.874
C 11.077 -17.817 0.436
C 11.234 -17.710 -1.066
N 11.328 -16.309 -1.468
C 11.660 -16.210 -2.882
C 10.618 -16.758 -3.862
O 9.378 -16.114 -3.680
C 8.372 -16.806 -4.385
H 10.056 -17.764 2.891
H 8.978 -16.443 2.531
H 10.726 -16.172 2.405
H 11.072 -18.877 0.730
H 11.936 -17.371 0.951
H 10.428 -18.272 -1.552
H 12.181 -18.187 -1.315
H 10.484 -15.839 -1.167
H 12.563 -16.816 -2.989
H 11.916 -15.186 -3.161
H 10.532 -17.837 -3.692
H 10.977 -16.634 -4.890
H 8.417 -16.600 -5.456
H 7.385 -16.465 -4.058
H 8.381 -17.873 -4.178
C 8.054 -18.889 -7.706
C 9.563 -18.999 -7.446
C 10.358 -17.769 -7.817
O 9.801 -19.330 -6.083
H 7.642 -18.122 -7.051
H 7.554 -19.855 -7.657
H 7.934 -18.566 -8.745
H 9.898 -19.878 -8.018
H 11.382 -18.073 -8.040
H 10.303 -16.978 -7.069
H 9.975 -17.293 -8.726
H 9.482 -20.236 -5.891
C 7.426 -20.648 -4.120
C 7.681 -22.006 -4.713
C 6.578 -22.442 -5.689
O 8.900 -21.921 -5.512
H 7.172 -19.951 -4.925
H 8.321 -20.269 -3.630
H 6.541 -20.660 -3.484
H 7.875 -22.757 -3.944
H 6.633 -22.013 -6.686
H 5.591 -22.136 -5.312
H 6.496 -23.528 -5.771
H 9.238 -22.802 -5.689

## Properties
E_LUMO = 0.022 Eh
Kohn-Sham gap = 8.81 eV
largest force on an atom = 1.66 eV/A
SMILES = COCCNCCOC.COCCNCCOC.COCCNCCOC.COCCNCCOC.COCCNCCOC.CC(C)O.CC(C)O
HOMO level = -0.3024 hartree
energy above the lowest of the compared OMol25 structures with the same formula, charge and spin = 6.00 kcal per mole